[1]
19
Properties=species:S:1:pos:R:3 method="wB97M-V/def2-TZVPD" multiplicity=2 homo_lumo_gap_ev="5.811 / 5.706" homo_ev="-5.44 / -6.07" s_squared=0.754
O 2.53 1.62 -0.61
Mg 3.62 0.51 0.64
O 2.03 -0.65 0.62
C 1.57 -1.87 0.18
O 0.17 -1.89 -0.03
C -0.31 -0.90 -0.98
C -1.56 -0.28 -0.43
O -1.15 0.85 0.39
C -2.18 1.56 1.04
Pb 0.86 0.83 -0.16
H 1.77 -2.66 0.92
H 2.05 -2.15 -0.78
H -0.51 -1.39 -1.94
H 2.78 2.04 -1.48
H -2.15 -0.95 0.22
H -2.20 0.10 -1.24
H -1.72 2.39 1.60
H -2.90 1.95 0.31
H -2.70 0.89 1.75


[2]
83
Properties=species:S:1:pos:R:3 method="wB97M-V/def2-TZVPD" total_charge=-1 multiplicity=1 homo_lumo_gap_ev=6.558 homo_ev=-4.16
C 0.93 2.17 3.80
C 1.72 0.97 3.29
C 2.86 1.37 2.35
O 2.49 2.31 1.39
P 2.17 1.75 -0.29
C 0.30 2.19 -0.11
S -0.63 0.76 0.47
C -2.34 1.33 0.24
C -3.26 0.86 1.37
C 2.58 3.54 -0.85
C 1.90 4.24 -2.05
C 1.59 3.34 -3.25
C 0.67 5.07 -1.67
C 4.02 1.17 -0.56
C 4.17 -0.33 -0.63
O 4.74 -0.68 -1.92
C 4.99 -0.98 0.51
N 4.30 -2.01 1.29
H 0.59 2.78 2.97
H 1.56 2.80 4.45
H 0.06 1.86 4.38
H 1.04 0.28 2.78
H 2.16 0.43 4.14
H 3.24 0.45 1.87
H 3.69 1.78 2.95
H 1.88 0.41 0.25
H 1.92 1.24 -1.63
H -0.12 2.47 -1.08
H 0.18 3.01 0.60
H -2.72 0.97 -0.72
H -2.33 2.42 0.19
H -4.22 1.39 1.33
H -3.46 -0.21 1.28
H -2.79 1.05 2.34
H 3.66 3.55 -1.05
H 2.44 4.16 0.04
H 2.63 4.97 -2.41
H 0.64 2.81 -3.13
H 1.52 3.93 -4.16
H 2.35 2.57 -3.39
H -0.22 4.46 -1.51
H 0.43 5.78 -2.47
H 0.85 5.65 -0.76
H 4.68 1.62 0.20
H 4.32 1.57 -1.53
H 3.17 -0.78 -0.60
H 4.52 -1.61 -2.09
H 5.35 -0.21 1.20
H 5.87 -1.43 0.05
H 3.30 -1.81 1.31
H 4.39 -2.92 0.83
C 1.90 -0.86 -4.23
O 0.60 -0.38 -3.93
C -0.42 -0.99 -4.68
C -1.16 -2.03 -3.85
O -0.31 -3.10 -3.48
C 0.18 -3.00 -2.15
H 2.57 -0.47 -3.46
H 1.94 -1.95 -4.23
H 2.23 -0.49 -5.20
H -0.02 -1.46 -5.58
H -1.13 -0.21 -4.98
H -1.99 -2.43 -4.44
H -1.57 -1.55 -2.96
H -0.62 -3.21 -1.43
H 0.58 -2.00 -1.94
H 0.96 -3.74 -2.04
C -6.67 -4.66 4.00
O -5.32 -4.78 3.62
C -5.09 -4.54 2.24
C -4.58 -3.15 1.97
O -5.54 -2.16 2.30
C -5.27 -1.50 3.53
H -6.70 -4.72 5.09
H -7.09 -3.70 3.69
H -7.28 -5.47 3.58
H -6.02 -4.71 1.67
H -4.35 -5.27 1.89
H -4.35 -3.05 0.90
H -3.65 -2.98 2.52
H -4.37 -0.88 3.45
H -5.14 -2.21 4.35
H -6.12 -0.85 3.74


[3]
75
Properties=species:S:1:pos:R:3 method="wB97M-V/def2-TZVPD" multiplicity=2 homo_lumo_gap_ev="8.037 / 7.901" homo_ev="-8.49 / -8.50" s_squared=0.806
Fe 0.52 -0.09 0.76
N 2.37 -2.10 3.98
C 3.44 -1.33 3.60
C 3.00 -0.58 2.55
N 1.69 -0.89 2.29
C 1.34 -1.82 3.16
C -0.01 -2.35 3.13
N -0.79 -1.86 2.22
C -1.98 -2.51 2.34
C -1.90 -3.43 3.35
N -0.63 -3.32 3.85
H 2.36 -2.76 4.74
H 4.39 -1.37 4.10
H 3.55 0.14 1.98
H -2.82 -2.28 1.70
H -2.62 -4.12 3.76
H -0.24 -3.87 4.60
O 3.92 -0.99 -1.14
C 3.10 -0.26 -0.63
O 1.85 -0.61 -0.45
C 3.43 1.16 -0.28
C 4.61 1.69 -0.76
C 4.94 3.01 -0.51
C 4.08 3.83 0.20
C 2.90 3.31 0.66
C 2.55 1.94 0.50
O 1.54 1.46 1.15
N 1.99 4.24 1.34
O 0.79 4.03 1.24
O 2.48 5.14 1.98
N 6.19 3.56 -1.01
O 6.94 2.80 -1.60
O 6.42 4.74 -0.82
H 5.28 1.05 -1.33
H 4.33 4.87 0.37
O -0.19 0.99 -0.77
C -0.95 1.96 -0.72
C -1.69 2.40 0.41
C -2.57 3.48 0.25
C -3.31 3.91 1.31
C -3.17 3.32 2.58
C -2.32 2.27 2.76
C -1.55 1.75 1.67
O -0.80 0.74 1.87
N -4.25 5.01 1.13
O -4.40 5.46 0.01
O -4.85 5.40 2.11
H -1.06 2.54 -1.64
H -2.68 3.96 -0.71
H -3.76 3.71 3.40
H -2.20 1.80 3.72
O -0.42 -1.75 -0.32
S -0.04 -2.02 -1.76
C -0.82 -3.60 -2.10
C -1.85 -4.07 -1.31
C -2.42 -5.29 -1.61
C -1.97 -6.03 -2.70
C -0.92 -5.55 -3.48
C -0.33 -4.33 -3.17
C -1.13 -0.99 -2.73
C -2.39 -0.67 -2.26
C -3.20 0.17 -3.01
C -2.74 0.67 -4.23
C -1.48 0.34 -4.69
C -0.66 -0.49 -3.94
H -2.17 -3.49 -0.45
H -3.23 -5.67 -1.00
H -2.42 -6.98 -2.93
H -0.55 -6.13 -4.31
H 0.49 -3.95 -3.76
H -2.71 -1.04 -1.29
H -4.18 0.44 -2.65
H -3.37 1.33 -4.81
H -1.12 0.74 -5.63
H 0.35 -0.73 -4.27


[4]
44
Properties=species:S:1:pos:R:3 method="wB97M-V/def2-TZVPD" multiplicity=1 homo_lumo_gap_ev="6.709 / 6.724" homo_ev="-8.51 / -8.51"
V -0.15 0.33 -0.11
C -2.93 -0.99 4.73
C -3.04 -1.44 3.42
C -2.02 -1.19 2.52
C -0.89 -0.51 2.95
C -0.78 -0.04 4.25
C -1.81 -0.29 5.14
N 0.16 -0.25 1.99
N 1.30 -0.22 2.46
C 2.28 0.11 1.49
C 3.60 0.12 1.91
C 4.58 0.46 0.99
C 4.22 0.78 -0.31
C 2.88 0.77 -0.71
C 1.88 0.42 0.19
H -3.74 -1.17 5.43
H -3.93 -1.96 3.09
H -2.11 -1.53 1.50
H 0.10 0.52 4.55
H -1.74 0.08 6.16
H 3.84 -0.13 2.93
H 5.62 0.47 1.28
H 4.98 1.06 -1.03
H 2.63 1.03 -1.73
C 0.06 1.21 -4.29
C 0.12 0.40 -3.03
N 0.07 1.05 -1.81
O 0.35 2.41 -1.93
C 0.21 -0.95 -3.04
C 0.15 -1.78 -4.30
N -1.01 -1.09 -0.64
O -2.30 -1.21 -0.91
H -0.43 2.16 -4.11
H -0.49 0.66 -5.05
H 1.06 1.40 -4.67
H -0.35 2.82 -1.40
H 0.98 -1.54 -4.97
H -0.78 -1.61 -4.84
H 0.21 -2.84 -4.07
S -3.19 1.49 -2.83
Sb -3.30 0.73 -0.76
S 0.31 -1.79 -1.52
S -1.60 1.90 0.60
S -5.02 0.16 0.48